1.
{"formula": "C3H9N3O", "method": "ωB97M-V with the def2-TZVPD basis set", "gap_ev": 9.8, "smiles": "[H]/N=C/NOCCN", "e_tot_ha": -359.12690, "relative_energy_ev": 3.1985, "homo_energy_ev": -8.808, "elements": ["H", "N", "C", "N", "O", "C", "C", "N", "H", "H", "H", "H", "H", "H", "H", "H"], "coordinates": [[-0.3338, -0.4759, -2.9647], [-0.1614, -0.0628, -2.0243], [-0.7449, 1.0469, -1.8483], [-0.4346, 1.7565, -0.7264], [0.3808, 1.1540, 0.2064], [-0.3081, 0.2748, 1.1143], [0.6157, -0.8615, 1.5214], [0.8826, -1.7760, 0.3926], [-1.5471, 1.5182, -2.4455], [-1.0414, 2.4867, -0.3307], [-0.6235, 0.8054, 2.0069], [-1.1963, -0.1349, 0.5832], [0.1962, -1.5084, 2.3005], [1.4971, -0.4612, 2.0108], [1.5937, -2.4523, 0.6608], [1.2252, -1.3093, -0.4571]], "forces_ev_per_a": [[-0.219, 0.475, 1.056], [0.148, -0.623, -1.799], [-0.324, -0.355, 0.366], [-0.587, 0.964, 0.995], [0.413, 0.216, 0.271], [-0.728, -1.017, -0.570], [0.142, -0.731, -0.656], [0.450, 0.199, -0.105], [0.564, -0.074, 0.009], [0.382, -0.686, -0.470], [-0.106, 0.383, 0.113], [0.510, 0.169, 0.393], [-0.570, 0.433, -0.046], [0.524, 0.437, -0.174], [-0.178, 0.117, 0.003], [-0.420, 0.092, 0.613]], "nbo_charge": [0.35, -0.73, 0.24, -0.32, -0.37, -0.09, -0.24, -0.85, 0.16, 0.37, 0.17, 0.19, 0.20, 0.17, 0.35, 0.39]}


2.
{"formula": "C55H48Br2Cl2N4O4P2STi", "method": "ωB97M-V with the def2-TZVPD basis set", "s_squared": 2.0518, "gap_ev": [3.8, 6.0], "e_tot_ha": -10643.62614, "spin_multiplicity": 3, "relative_energy_ev": 0.0000, "homo_energy_ev": [-0.095, -2.292], "charge": -2, "elements": ["Ti", "C", "C", "C", "C", "C", "C", "Br", "C", "C", "Br", "C", "O", "C", "N", "H", "H", "H", "H", "H", "H", "C", "N", "P", "C", "C", "C", "C", "C", "C", "C", "C", "C", "C", "C", "C", "P", "C", "C", "C", "C", "C", "C", "C", "C", "C", "C", "C", "C", "H", "H", "H", "H", "H", "H", "H", "H", "H", "H", "H", "H", "H", "H", "H", "H", "H", "H", "H", "H", "H", "H", "H", "C", "C", "C", "C", "C", "C", "C", "O", "C", "C", "C", "H", "H", "H", "H", "H", "H", "H", "H", "H", "H", "H", "H", "S", "C", "C", "N", "C", "H", "H", "H", "O", "C", "O", "H", "Cl", "C", "C", "C", "C", "C", "Cl", "C", "N", "H", "H", "H"], "coordinates": [[-0.7060, 1.3805, -0.2615], [-1.9373, 4.7082, 0.2416], [-1.1806, 4.1012, 1.3818], [-0.6117, 4.9147, 2.3122], [0.2306, 4.4511, 3.3450], [0.2958, 3.0567, 3.5291], [0.8985, 2.4037, 4.6265], [1.7695, 3.4186, 6.0574], [0.8781, 1.0606, 4.7321], [0.2483, 0.2861, 3.7598], [0.3079, -1.5869, 4.1207], [-0.3146, 0.8214, 2.5812], [-0.8641, 0.2548, 1.5424], [-0.2948, 2.2489, 2.5143], [-0.9655, 2.7307, 1.3822], [-1.6835, 5.7759, 0.1415], [-3.0310, 4.6993, 0.3757], [-1.7246, 4.1948, -0.7055], [-0.7360, 5.9820, 2.2535], [0.6752, 5.1473, 4.0457], [1.3442, 0.5200, 5.5241], [-1.0140, -4.4432, 1.2469], [-0.9206, -3.1568, 0.5781], [0.6401, -2.3830, 0.2139], [1.8912, -3.4495, 1.0327], [2.2032, -4.7475, 0.6181], [3.2546, -5.4533, 1.2034], [4.0302, -4.8533, 2.1906], [3.7682, -3.5621, 2.5685], [2.6980, -2.8542, 1.9791], [1.0998, -2.8737, -1.4817], [2.1164, -2.0578, -2.0092], [2.5824, -2.2640, -3.3075], [2.0811, -3.2953, -4.0854], [1.0380, -4.0621, -3.5905], [0.5524, -3.8345, -2.2981], [-2.4076, -2.4070, 0.0824], [-3.2692, -3.8497, -0.7183], [-4.0985, -4.7960, -0.1077], [-4.7633, -5.7232, -0.8838], [-4.6400, -5.7177, -2.2711], [-3.8121, -4.7765, -2.8871], [-3.1422, -3.8537, -2.0990], [-3.4485, -2.2120, 1.5822], [-2.9560, -1.9440, 2.8593], [-3.8060, -1.5671, 3.8889], [-5.1667, -1.4533, 3.6871], [-5.6607, -1.6727, 2.3978], [-4.8296, -2.0393, 1.3650], [-1.0977, -5.2704, 0.5563], [-1.9070, -4.4381, 1.8668], [-0.1590, -4.5727, 1.9032], [1.6191, -5.2357, -0.1484], [3.4336, -6.4820, 0.9061], [4.8421, -5.4259, 2.6509], [4.4010, -3.1035, 3.2762], [2.5269, -1.8337, 2.2780], [2.4362, -1.2172, -1.4279], [3.3212, -1.5693, -3.7044], [2.4530, -3.4738, -5.0827], [0.5716, -4.8213, -4.1808], [-0.3101, -4.3950, -1.9758], [-4.2496, -4.8281, 0.9736], [-5.4287, -6.4365, -0.4262], [-5.1836, -6.4619, -2.8372], [-3.6636, -4.7539, -3.9621], [-2.5206, -3.0706, -2.5325], [-1.8857, -1.9521, 3.0362], [-3.3856, -1.3650, 4.8699], [-5.8128, -1.1250, 4.4909], [-6.6989, -1.5350, 2.1717], [-5.2242, -2.1885, 0.3616], [7.5225, 3.7386, 0.1104], [6.0687, 3.3558, 0.1734], [5.0812, 4.3068, -0.1144], [3.7490, 4.0428, -0.1039], [2.7917, 5.1340, -0.4880], [3.2879, 2.7280, 0.2285], [1.8776, 2.5369, 0.1229], [1.2023, 1.4389, 0.2511], [4.2866, 1.7903, 0.6232], [3.8865, 0.4065, 1.0880], [5.6265, 2.1004, 0.5603], [7.6204, 4.6951, -0.3983], [8.1043, 2.9936, -0.4291], [7.9504, 3.8962, 1.1294], [5.3893, 5.2937, -0.4190], [3.3138, 6.0625, -0.7308], [2.1156, 5.3907, 0.3323], [2.1783, 4.8464, -1.3415], [1.2768, 3.4211, -0.0933], [3.9504, -0.2733, 0.2280], [2.8601, 0.4421, 1.4512], [4.5429, 0.0408, 1.8643], [6.3781, 1.3703, 0.8578], [-5.4691, 1.7781, 1.0186], [-5.4009, 1.4589, -0.6808], [-4.1069, 1.2298, -1.0563], [-3.1668, 1.2754, -0.0607], [-3.7402, 1.5720, 1.0777], [-6.2707, 1.4838, -1.3458], [-3.8382, 1.0090, -2.0883], [-3.2103, 1.5926, 2.0050], [-1.4257, -1.2408, -3.2503], [-1.2282, -0.2039, -2.6515], [-0.9192, -0.1556, -1.3857], [-1.3230, 0.7359, -3.1853], [-3.1648, 3.7654, -2.8839], [-1.5868, 3.6593, -3.6564], [-1.4758, 4.0797, -4.9605], [-0.3162, 3.8395, -5.6949], [0.6969, 3.1243, -5.0903], [0.5893, 2.6915, -3.7669], [1.8468, 1.6951, -3.1291], [-0.5608, 2.9590, -2.9427], [-0.6950, 2.4799, -1.7229], [-2.3074, 4.6197, -5.3963], [-0.2640, 4.1967, -6.7151], [1.5798, 2.8849, -5.6580]], "forces_ev_per_a": [[0.246, 1.213, 0.018], [-0.398, 0.357, -0.337], [0.175, -0.225, -0.609], [0.728, 0.228, 0.671], [-0.480, 0.254, 0.010], [-0.069, 0.101, -0.468], [0.214, 0.981, 0.143], [-0.362, -0.336, -0.645], [-0.223, -0.871, -0.219], [-0.169, -0.231, -0.708], [0.021, -0.202, -0.116], [0.068, 0.736, 0.000], [0.135, -1.050, 0.230], [-0.246, -0.232, 0.600], [0.408, 1.143, 0.378], [0.077, -0.331, 0.012], [0.122, -0.297, 0.062], [-0.007, 0.187, 0.438], [-0.248, 0.279, -0.274], [0.004, -0.154, -0.035], [0.247, 0.014, 0.586], [-0.011, 0.479, 0.293], [0.183, 0.337, -0.186], [-1.110, 0.483, 0.219], [-0.079, -0.363, -0.335], [0.441, -0.509, 0.507], [-0.620, 0.089, -0.237], [0.248, -0.752, -0.086], [-0.973, 0.242, -0.912], [0.899, -0.295, 0.702], [0.476, 0.618, -0.232], [-0.603, -0.650, -0.714], [0.317, 0.475, 0.564], [-0.316, -0.122, 0.074], [0.116, 0.408, 0.784], [-0.172, -0.427, -0.645], [0.716, -0.177, 0.040], [-0.216, 0.291, 0.615], [0.234, 0.055, 0.234], [-0.198, -0.004, -0.435], [0.333, 0.180, -0.018], [-0.118, -0.435, 0.137], [0.175, 0.283, -0.208], [-0.257, 0.103, 0.174], [0.279, 0.026, -0.462], [0.149, -0.127, 0.417], [-0.046, 0.143, -0.538], [-0.076, 0.042, 0.329], [0.720, -0.245, -0.138], [0.090, -0.449, -0.304], [-0.139, -0.120, 0.192], [0.079, -0.231, 0.069], [-0.091, 0.050, -0.118], [0.088, 0.098, -0.035], [-0.214, 0.279, -0.126], [0.480, 0.641, 0.784], [-0.118, 0.147, -0.008], [0.339, 0.400, 0.212], [-0.059, -0.213, 0.003], [0.061, 0.071, -0.149], [-0.152, -0.361, -0.387], [-0.148, -0.186, 0.231], [0.159, 0.211, -0.263], [-0.077, -0.200, 0.170], [-0.003, 0.035, -0.190], [-0.166, -0.057, 0.058], [-0.053, -0.154, -0.206], [-0.250, -0.165, -0.129], [0.020, 0.026, -0.085], [-0.093, -0.074, -0.015], [-0.511, 0.073, 0.080], [-0.067, 0.055, 0.153], [-0.110, 0.189, 0.708], [-0.119, 0.420, -0.015], [0.849, 0.045, -0.206], [-0.537, -0.101, -0.037], [-0.076, 0.311, 0.173], [-0.516, 0.348, -0.005], [0.602, 0.671, 0.071], [-0.435, -0.812, -0.425], [-0.501, -0.762, 0.147], [-0.327, 0.488, -0.590], [0.408, 0.241, 0.107], [0.095, 0.063, -0.168], [0.206, -0.054, 0.073], [-0.118, -0.297, -0.589], [0.172, 0.341, -0.033], [0.172, -0.134, -0.110], [-0.132, -0.179, 0.021], [-0.080, 0.014, -0.090], [0.216, -0.108, 0.016], [-0.213, -0.148, 0.242], [0.033, -0.307, -0.030], [0.283, -0.105, 0.249], [-0.198, -0.148, -0.008], [0.995, -0.202, -0.588], [0.156, 0.030, -0.201], [-0.735, -0.228, -0.456], [-0.443, 0.509, 0.486], [-0.447, -0.473, -0.500], [0.441, -0.010, 0.494], [0.196, 0.064, 0.407], [0.310, 0.175, 0.342], [-0.145, -0.461, -0.343], [0.092, -0.846, 0.490], [-0.015, -0.242, -0.479], [0.025, 0.532, 0.028], [0.205, 0.233, -0.195], [-0.047, -0.416, 0.261], [0.024, 0.293, -0.083], [-0.647, 0.279, 0.197], [0.121, -0.185, 0.572], [-0.407, 0.493, -0.569], [0.146, -0.043, 0.142], [0.190, -0.099, -0.838], [-0.023, -0.643, 1.746], [-0.028, -0.091, -0.063], [0.197, -0.088, 0.004], [0.258, -0.143, 0.032]], "lowdin_spin": [0.09, 0.02, 0.13, 0.07, 0.28, 0.03, 0.04, 0.00, 0.02, 0.03, 0.01, 0.04, 0.01, 0.07, 0.18, 0.00, 0.01, 0.00, 0.00, 0.02, 0.00, 0.00, 0.00, 0.00, 0.00, 0.00, 0.00, 0.00, 0.00, 0.00, 0.00, 0.00, 0.00, 0.00, 0.00, 0.00, 0.00, 0.00, 0.00, 0.00, 0.00, 0.00, 0.00, 0.00, 0.00, 0.00, 0.00, 0.00, 0.00, 0.00, 0.00, 0.00, 0.00, 0.00, 0.00, 0.00, 0.00, 0.00, 0.00, 0.00, 0.00, 0.00, 0.00, 0.00, 0.00, 0.00, 0.00, 0.00, 0.00, 0.00, 0.00, 0.00, 0.03, 0.13, -0.01, 0.09, 0.02, 0.04, 0.32, 0.16, 0.11, 0.02, -0.01, 0.00, 0.00, 0.01, 0.00, 0.00, 0.00, 0.00, 0.02, 0.01, 0.00, 0.00, 0.00, 0.00, 0.00, 0.00, 0.01, 0.00, 0.00, 0.00, 0.00, 0.00, 0.00, 0.01, 0.00, 0.00, 0.00, 0.00, 0.00, 0.00, 0.00, 0.01, 0.00, 0.00, 0.00, 0.00, 0.00]}


3.
{"formula": "C23H24F5N3NiSTe", "method": "ωB97M-V with the def2-TZVPD basis set", "gap_ev": 6.5, "e_tot_ha": -3729.00428, "relative_energy_ev": 0.0275, "homo_energy_ev": -7.268, "elements": ["Ni", "N", "C", "C", "C", "C", "C", "C", "H", "H", "H", "H", "H", "H", "H", "F", "C", "F", "C", "F", "F", "F", "C", "C", "C", "C", "C", "C", "Te", "C", "C", "C", "H", "H", "H", "H", "H", "H", "H", "H", "H", "H", "H", "N", "C", "S", "C", "C", "C", "N", "C", "C", "H", "H", "H", "H", "H", "H"], "coordinates": [[-0.4425, 0.8783, 0.7310], [1.3172, 0.1438, 0.9406], [2.2566, 0.6327, -0.0512], [3.3905, 1.3243, 0.3428], [4.2796, 1.7853, -0.6163], [4.0417, 1.5481, -1.9620], [2.9038, 0.8525, -2.3460], [2.0038, 0.3985, -1.3944], [1.6490, 0.4093, 1.8632], [1.2865, -0.8769, 0.8884], [3.5703, 1.5161, 1.3927], [5.1610, 2.3314, -0.3073], [4.7377, 1.9071, -2.7081], [2.7095, 0.6652, -3.3941], [1.1005, -0.1274, -1.6802], [0.4139, 3.5333, 0.5757], [0.1708, 2.5612, 1.5247], [1.3801, 2.4259, 2.2073], [-0.7223, 3.2529, 2.5767], [-1.7957, 3.8370, 2.0232], [-1.1646, 2.3462, 3.4673], [-0.0731, 4.2047, 3.2573], [3.5755, -5.3735, 0.0684], [2.3941, -4.4449, 0.0140], [1.7980, -4.1039, -1.1923], [0.7131, -3.2386, -1.2644], [0.1237, -2.9532, -2.6184], [0.1927, -2.6817, -0.0819], [-1.4192, -1.2989, -0.2138], [0.7644, -3.0418, 1.1503], [0.2618, -2.5518, 2.4866], [1.8578, -3.9071, 1.1712], [3.8690, -5.6957, -0.9298], [3.3479, -6.2640, 0.6567], [4.4357, -4.8879, 0.5320], [2.1910, -4.5232, -2.1120], [0.6610, -3.5056, -3.3886], [0.1648, -1.8900, -2.8522], [-0.9291, -3.2369, -2.6580], [-0.5256, -1.8094, 2.3864], [1.0755, -2.1226, 3.0769], [-0.1387, -3.3894, 3.0609], [2.2932, -4.1692, 2.1306], [-6.0813, 3.5676, -1.9834], [-5.9276, 3.3198, -0.6720], [-7.0683, 3.6514, 0.4531], [-4.5952, 2.7390, -0.3105], [-4.4955, 1.7915, 0.6979], [-3.2604, 1.2531, 0.9961], [-2.1439, 1.6328, 0.3616], [-2.2279, 2.5661, -0.5921], [-3.4310, 3.1324, -0.9612], [-6.9625, 3.9411, -2.2947], [-5.4423, 3.2036, -2.6692], [-5.3770, 1.4778, 1.2372], [-3.1421, 0.4945, 1.7562], [-1.2965, 2.8687, -1.0507], [-3.4293, 3.9009, -1.7221]], "forces_ev_per_a": [[-0.075, -0.144, -0.052], [0.254, -0.157, 0.059], [0.010, 0.017, -0.016], [0.023, -0.004, -0.016], [0.004, -0.004, -0.026], [-0.013, 0.001, 0.029], [-0.008, -0.007, -0.018], [0.000, -0.018, -0.015], [0.019, -0.071, -0.014], [-0.014, 0.099, -0.014], [0.010, -0.008, -0.011], [0.004, 0.001, 0.001], [0.007, 0.004, -0.010], [-0.001, 0.000, -0.003], [0.009, -0.012, 0.001], [0.054, 0.068, -0.113], [-0.024, 0.080, 0.206], [-0.022, 0.033, 0.044], [0.039, -0.046, 0.035], [-0.045, -0.026, -0.047], [0.000, -0.003, -0.002], [-0.002, -0.006, 0.012], [0.018, -0.016, 0.000], [-0.009, 0.007, 0.018], [-0.007, 0.003, -0.015], [0.033, -0.066, 0.029], [-0.011, -0.016, 0.024], [0.045, 0.048, 0.043], [-0.075, 0.103, -0.037], [0.052, -0.007, -0.022], [-0.026, -0.017, 0.043], [-0.002, 0.001, -0.007], [0.001, -0.002, -0.005], [-0.004, -0.003, 0.003], [0.002, 0.006, 0.002], [0.009, -0.010, -0.009], [0.001, 0.014, -0.017], [-0.010, 0.058, -0.044], [0.004, 0.006, 0.001], [-0.005, -0.007, 0.007], [0.010, -0.019, 0.005], [-0.022, 0.010, 0.010], [0.008, -0.003, 0.016], [-0.063, 0.025, -0.019], [0.208, -0.053, -0.039], [-0.043, 0.016, 0.052], [-0.134, 0.032, -0.008], [0.024, -0.007, -0.005], [-0.043, 0.089, 0.012], [-0.135, 0.079, -0.077], [-0.065, -0.049, 0.010], [0.070, 0.005, -0.025], [0.001, -0.003, -0.010], [0.025, -0.004, 0.020], [0.001, -0.003, 0.008], [0.004, 0.000, 0.002], [-0.025, -0.010, 0.006], [-0.062, -0.005, -0.002]], "nbo_charge": [0.71, -0.84, 0.21, -0.24, -0.20, -0.22, -0.18, -0.27, 0.41, 0.43, 0.22, 0.22, 0.22, 0.21, 0.23, -0.37, 0.29, -0.38, 0.90, -0.33, -0.33, -0.32, -0.63, 0.00, -0.22, -0.07, -0.63, -0.18, -0.22, -0.09, -0.66, -0.22, 0.21, 0.22, 0.22, 0.20, 0.21, 0.22, 0.23, 0.24, 0.21, 0.23, 0.20, -0.76, 0.08, -0.10, -0.05, -0.21, 0.07, -0.47, 0.07, -0.24, 0.41, 0.40, 0.25, 0.24, 0.23, 0.23]}